A:
The ion C5H14NO with charge +1, computed with ωB97M-V/def2-TZVPD.

Structure (XYZ):
```
21
Properties=species:S:1:pos:R:3:mulliken_charge:R:1
C 0.7588 2.4265 -0.6299 -1.21
C -0.2775 1.8814 0.3542 -0.26
C -0.8724 0.5396 -0.1307 -0.82
C 0.0629 -0.6516 -0.0277 0.08
N 0.2580 -1.0582 1.4093 -0.24
C -0.4606 -1.9069 -0.6960 -0.65
O 0.4001 -2.9820 -0.2654 -0.55
H 1.7078 1.8895 -0.5667 0.31
H 0.3657 2.3982 -1.6430 0.32
H 0.9987 3.4736 -0.4367 0.38
H -1.0781 2.6101 0.4263 0.32
H 0.1975 1.7089 1.3218 0.19
H -1.0188 0.6615 -1.2083 0.36
H -1.8518 0.3469 0.3139 0.39
H 1.0587 -0.3795 -0.3769 0.18
H 0.6757 -0.3045 1.9525 0.35
H 0.8531 -1.8894 1.4028 0.37
H -0.6403 -1.3170 1.8259 0.36
H -1.4193 -2.1098 -0.2485 0.34
H -0.5533 -1.9191 -1.7773 0.44
H 0.8353 -3.4182 -0.9996 0.34
```

orbital gap	11.88	eV
total charge	+1
E_HOMO	-15.16	eV
structure (SMILES)	CCC[C@@H]([NH3+])CO

B:
A cluster of 2 separate species, C5H14NO in total, computed with ωB97M-V/def2-TZVPD.

Structure (XYZ):
```
21
Properties=species:S:1:pos:R:3:mulliken_charge:R:1
C -0.2128 1.1826 0.2433 -0.46
C -1.6145 0.5974 0.0616 -0.81
C -1.6911 -0.8148 -0.4902 -0.61
C -0.3171 -1.7009 1.4490 -1.04
C -0.8044 -1.8374 0.2161 -0.06
N 0.5653 0.9588 -1.0342 -0.27
H 0.2702 0.5339 0.9520 0.26
H -0.2846 2.2452 0.4091 0.42
H -2.0123 0.6133 1.0736 0.34
H -2.1116 1.2782 -0.6287 0.37
H -1.3982 -0.9480 -1.5374 0.37
H -2.7273 -1.1570 -0.4987 0.38
H -0.7197 -1.0441 2.2129 0.38
H 0.5397 -2.2918 1.7498 0.29
H -0.7251 -2.7966 -0.2837 0.39
H 0.9767 1.8140 -1.4143 0.35
H 1.3521 0.2981 -1.0245 0.38
H 0.0039 0.5939 -1.8115 0.32
H 4.3357 0.7964 -0.2620 0.32
H 3.1677 0.6882 0.7484 0.32
O 3.4073 0.9905 -0.1307 -0.64
```

orbital gap	9.91	eV
total charge	+1
E_HOMO	-13.14	eV

Consider the structures shown above. The most stable of them is A.